Run one
The following is a DFT calculation (wB97M-V/def2-TZVPD) of the molecule C6H10OS.

Bonds (Å) are listed after each position.
Cartesian coordinates (Å):
1 H 2.077 1.660 0.686  C3 1.083
2 H -0.521 1.598 1.447  C15 1.099
3 C 1.338 0.991 0.262  H1 1.083, C7 1.489, C15 1.497, S16 1.813
4 O -1.989 -0.627 0.522  C10 1.386, C13 1.444
5 H -3.600 -0.153 -0.690  C13 1.076
6 H 0.397 2.757 -0.473  C7 1.113
7 C 0.284 1.653 -0.555  C3 1.489, H6 1.113, H14 1.076, C15 1.479
8 H 0.062 -2.287 0.009  C17 1.070
9 H -0.070 -1.248 -1.418  C17 1.134
10 C -0.621 -0.448 0.657  O4 1.386, H12 1.132, C15 1.477, C17 1.531
11 H -2.468 1.145 -0.400  C13 1.076
12 H -0.388 -0.736 1.727  C10 1.132
13 C -2.556 0.090 -0.596  O4 1.444, H5 1.076, H11 1.076, H18 1.085
14 H -0.106 1.255 -1.475  C7 1.076
15 C -0.099 0.933 0.679  H2 1.099, C3 1.497, C7 1.479, C10 1.477
16 S 1.952 -0.658 -0.175  C3 1.813, C17 1.852
17 C 0.214 -1.280 -0.321  H8 1.070, H9 1.134, C10 1.531, S16 1.852
18 H -2.060 -0.084 -1.545  C13 1.085

Summary:
Orbital gap: 9.31 eV
SMILES: CO[C@H]1CS[C@H]2C[C@@H]12
E_HOMO: -8.416 eV

Run two
The following is a DFT calculation (wB97M-V/def2-TZVPD) of the molecule C6H10OS.

Bonds (Å) are listed after each position.
Cartesian coordinates (Å):
1 C 0.132 -1.513 0.212  H10 1.134, H14 1.154, C15 1.522, C16 1.513
2 C 0.936 2.158 -0.220  H5 1.104, H8 1.105, H9 1.042, C12 1.490
3 O 1.886 -0.024 -0.411  C12 1.360, C15 1.437
4 H -1.984 -0.001 1.616  C7 1.123
5 H -0.004 2.675 0.044  C2 1.104
6 S -3.000 -0.011 -0.565  C7 1.845, H17 1.387
7 C -1.649 0.400 0.622  H4 1.123, S6 1.845, H11 1.077, C16 1.477
8 H 1.211 2.457 -1.248  C2 1.105
9 H 1.723 2.466 0.390  C2 1.042
10 H -0.570 -2.158 -0.402  C1 1.134
11 H -1.770 1.462 0.753  C7 1.077
12 C 0.756 0.681 -0.139  C2 1.490, O3 1.360, C16 1.345
13 H 2.313 -1.971 0.155  C15 1.104
14 H 0.121 -1.997 1.260  C1 1.154
15 C 1.528 -1.415 -0.388  C1 1.522, O3 1.437, H13 1.104, H18 1.128
16 C -0.303 -0.064 0.226  C1 1.513, C7 1.477, C12 1.345
17 H -2.897 -1.389 -0.444  S6 1.387
18 H 1.569 -1.756 -1.462  C15 1.128

Summary:
Orbital gap: 9.00 eV
SMILES: CC1=C(CS)CCO1
E_HOMO: -8.101 eV

run one is the least stable structure shown above.